Model a:
{
  "formula": "C2H4ClOP",
  "method": "ωB97M-V/def2-TZVPD",
  "elements": ["Cl", "P", "O", "C", "C", "H", "H", "H", "H"],
  "positions_angstrom": [[2.89768, -1.03485, -0.17263], [1.07746, 1.40601, -0.02270], [2.63055, 0.62906, -0.10530], [0.00784, 0.11354, -0.07258], [-1.49579, -0.05329, 0.11333], [-1.54868, -0.61785, 0.93365], [0.37462, -0.93945, -0.09659], [-2.03637, -0.46637, -0.79302], [-1.90732, 0.96320, 0.21584]],
  "charge": 0,
  "spin_multiplicity": 1,
  "gap_ev": 9.0
}


Model b:
{
  "formula": "C2H4ClOP",
  "method": "ωB97M-V/def2-TZVPD",
  "elements": ["Cl", "P", "O", "C", "C", "H", "H", "H", "H"],
  "positions_angstrom": [[2.51355, -1.08606, 0.42321], [-0.66911, -1.09403, 0.29391], [-1.67170, 0.94330, -1.16679], [1.21327, -0.23054, -0.39056], [-1.61269, 0.45265, -0.08365], [1.33995, -0.15621, -1.44538], [-0.09065, -0.72032, 1.52600], [-2.16302, 1.04667, 0.87128], [1.14039, 0.84453, -0.02802]],
  "charge": 0,
  "spin_multiplicity": 1,
  "gap_ev": 9.6
}


Least stable = model a


Model a:
{
  "formula": "C2H7S3",
  "method": "ωB97M-V/def2-TZVPD",
  "elements": ["S", "S", "S", "C", "C", "H", "H", "H", "H", "H", "H", "H"],
  "positions_angstrom": [[-1.02587, -1.51074, 1.31593], [1.21075, 0.87588, 0.82923], [-1.89630, -0.38922, 2.90122], [0.72413, -0.08364, -1.72182], [0.27173, 1.02504, -0.75961], [0.33154, -0.44417, 1.15817], [-0.78342, 0.89088, -0.52949], [0.29096, 0.00594, -2.72428], [0.40214, 2.01274, -1.20589], [-1.67627, -1.28256, 3.88810], [1.80603, -0.08136, -1.84154], [0.34456, -1.01878, -1.31003]],
  "charge": -1,
  "spin_multiplicity": 1,
  "gap_ev": 6.7
}


Model b:
{
  "formula": "C2H7S3",
  "method": "ωB97M-V/def2-TZVPD",
  "elements": ["S", "S", "S", "C", "C", "H", "H", "H", "H", "H", "H", "H"],
  "positions_angstrom": [[-1.60271, -0.00269, 1.70695], [-1.20084, -2.10811, 1.94518], [-0.13065, 3.17699, -0.39224], [-0.26972, -2.39514, 0.39299], [0.92473, 1.79998, -1.00989], [0.26629, 1.10828, -1.53166], [-0.94762, 2.25598, 0.25552], [0.17121, -3.40725, 0.50009], [0.63707, -1.81206, 0.46445], [1.61110, 2.28881, -1.70035], [-0.87500, -2.38494, -0.52417], [1.41613, 1.48016, -0.10688]],
  "charge": -1,
  "spin_multiplicity": 1,
  "gap_ev": 5.8
}


Least stable = model b


Model a:
{
  "formula": "C10H11N2O2",
  "method": "ωB97M-V/def2-TZVPD",
  "elements": ["O", "O", "N", "N", "C", "C", "C", "C", "C", "C", "C", "C", "C", "C", "H", "H", "H", "H", "H", "H", "H", "H", "H", "H", "H"],
  "positions_angstrom": [[1.03930, -2.58439, 0.28355], [0.94444, 0.81427, 3.66700], [0.62343, 0.27679, 2.63464], [-0.62005, 0.62885, 2.17711], [-0.25089, -0.29600, -0.16892], [1.30602, -0.23505, -0.51617], [-1.03242, 0.31210, 0.87670], [-3.06074, -0.13446, -0.39043], [-0.99714, -0.77809, -1.25305], [1.18907, -1.54980, -0.13185], [-2.33256, -0.81036, -1.33438], [1.80355, 0.30414, -1.88067], [2.19236, 0.51966, 0.49217], [-2.40435, 0.48708, 0.64226], [-0.33226, -1.29181, -1.99022], [-2.83891, -1.24507, -2.08429], [2.80009, -0.32207, -2.04758], [-4.16076, -0.07970, -0.54974], [2.35772, 0.10726, 1.47909], [-2.99236, 1.10573, 1.23067], [3.14859, 0.61831, 0.09145], [1.86978, 1.54034, 0.58207], [-1.31213, 1.09161, 2.72922], [1.23999, 0.14186, -2.73745], [1.82025, 1.37880, -1.80120]],
  "charge": 1,
  "spin_multiplicity": 1,
  "gap_ev": 8.4
}


Model b:
{
  "formula": "C10H11N2O2",
  "method": "ωB97M-V/def2-TZVPD",
  "elements": ["O", "O", "N", "N", "C", "C", "C", "C", "C", "C", "C", "C", "C", "C", "H", "H", "H", "H", "H", "H", "H", "H", "H", "H", "H"],
  "positions_angstrom": [[-2.85740, -1.16814, 1.52196], [-3.47421, -0.08783, -0.45152], [-0.60452, 0.14434, 0.26625], [0.44553, 1.00300, 0.47446], [3.65758, -1.47580, -0.07491], [2.95036, 0.86644, 0.10142], [-0.09882, -1.00054, -0.18423], [3.96827, -0.08885, 0.16035], [1.34191, -0.98283, -0.19357], [-3.19872, -0.63372, 0.57908], [2.40429, -1.88541, -0.32181], [-4.90171, -0.17127, -0.86323], [1.61346, 0.36426, 0.11085], [0.23979, 2.39429, 0.54679], [0.58530, 2.71680, 1.60915], [-4.79739, -0.67516, -1.90907], [-5.30109, 0.87678, -0.88135], [4.33172, -2.30148, -0.16217], [2.06391, -2.95283, -0.52457], [-0.74247, 2.49605, 0.56503], [-0.87064, -1.78066, -0.43474], [5.05329, 0.00566, 0.21711], [-5.63505, -0.68563, -0.14282], [0.81623, 3.03773, -0.22461], [3.01039, 1.98482, 0.21616]],
  "charge": 1,
  "spin_multiplicity": 1,
  "gap_ev": 6.8
}


Least stable = model a